No. 1
A molecular structure, C40H46Cl2MoN5O2PS. Source: the Open Molecules 2025 dataset; level of theory: wB97M-V/def2-TZVPD.

Cartesian coordinates (Å):
Mo1 0.1660 0.2839 0.2298
C1 3.2058 -3.8258 0.7235
C2 2.7908 -2.3844 1.0466
C3 4.0172 -1.5630 1.4489
P1 1.7204 -1.6540 -0.2758
C4 0.8463 -3.0617 -1.0999
C5 0.1164 -2.6072 -2.3551
C6 -0.1042 -3.8698 -0.2196
C7 2.7771 -0.9348 -1.5306
C8 3.9213 -1.5406 -2.0533
C9 4.7127 -0.9016 -2.9932
C10 5.9445 -1.5496 -3.5667
C11 4.3267 0.3847 -3.3819
C12 3.1914 0.9966 -2.8848
C13 2.3847 0.3308 -1.9554
N1 1.1421 0.8965 -1.4519
C14 0.7322 2.0696 -2.2491
C15 1.0233 3.3411 -1.7548
C16 1.8988 3.5624 -0.5502
C17 0.5734 4.4547 -2.4564
C18 -0.1110 4.3427 -3.6575
C19 -0.5951 5.5634 -4.3958
C20 -0.2766 3.0663 -4.1808
C21 0.1544 1.9238 -3.5154
C22 0.0634 0.6074 -4.2324
H1 3.6653 -4.2403 1.6227
H2 3.9513 -3.8853 -0.0693
H3 2.3715 -4.4720 0.4633
H4 2.1200 -2.4219 1.9042
H5 4.6437 -1.2817 0.6006
H6 4.6264 -2.1747 2.1162
H7 3.7487 -0.6723 2.0063
H8 1.6863 -3.6907 -1.4100
H9 -0.6631 -1.8851 -2.1046
H10 -0.3828 -3.4633 -2.8113
H11 0.7767 -2.1611 -3.0939
H12 -1.0070 -3.2983 0.0025
H13 0.3306 -4.1800 0.7252
H14 -0.4019 -4.7655 -0.7676
H15 4.1966 -2.5391 -1.7362
H16 6.0045 -2.6030 -3.2975
H17 6.8469 -1.0575 -3.1994
H18 5.9572 -1.4771 -4.6543
H19 4.9267 0.9199 -4.1093
H20 2.9249 1.9815 -3.2411
H21 2.8937 3.1408 -0.7229
H22 1.4929 3.1251 0.3574
H23 2.0215 4.6289 -0.3683
H24 0.7806 5.4400 -2.0521
H25 -0.8187 6.3795 -3.7094
H26 -1.4918 5.3449 -4.9748
H27 0.1642 5.9232 -5.0932
H28 -0.7444 2.9500 -5.1532
H29 -0.6249 0.6791 -5.0733
H30 -0.2692 -0.1905 -3.5893
H31 1.0395 0.3131 -4.6290
Cl1 -3.4145 -2.7613 6.2812
C23 -2.4401 -2.3266 4.9294
C24 -1.4073 -3.1922 4.5108
C25 -0.5983 -2.9115 3.4409
Cl2 0.6840 -4.0259 3.0998
C26 -0.7734 -1.7328 2.6639
O1 -0.0357 -1.4856 1.6312
C27 -1.7838 -0.8535 3.1578
C28 -1.9175 0.3941 2.5577
O2 -1.2145 0.7710 1.5875
C29 -2.6170 -1.1571 4.2699
H32 -1.2348 -4.1087 5.0615
H33 -2.6597 1.1092 2.9243
H34 -3.3752 -0.4497 4.5838
N2 -2.5951 0.3299 -2.2142
C30 -2.4006 1.5135 -1.6062
N3 -1.5004 1.7359 -0.6816
C31 -1.6382 3.0479 -0.1731
C32 -0.9367 3.6191 0.8807
C33 -1.1863 4.9385 1.2240
C34 -2.1327 5.6965 0.5353
C35 -2.8598 5.1306 -0.4974
C36 -2.6044 3.8089 -0.8252
S1 -3.4113 2.8521 -2.0312
H35 -2.1404 -0.5003 -1.8795
H36 -3.3204 0.2137 -2.9001
H37 -0.2070 3.0501 1.4447
H38 -0.6389 5.3861 2.0436
H39 -2.3123 6.7252 0.8162
H40 -3.6139 5.7005 -1.0247
C37 4.6426 2.6355 2.4224
N4 3.3499 1.9341 2.4124
C38 2.5117 1.7450 3.4962
C39 1.4188 1.0997 3.0322
N5 1.5866 0.8846 1.6694
C40 2.7582 1.4199 1.3409
H41 5.0232 2.6425 3.4390
H42 4.5153 3.6562 2.0716
H43 5.3444 2.1047 1.7845
H44 2.7771 2.0697 4.4876
H45 0.5616 0.7424 3.5731
H46 3.1993 1.3995 0.3585

Force components x, y, z for each atom (eV/Å):
0.613 -0.674 -0.465
0.054 -0.054 0.097
-0.105 -0.032 0.102
0.020 -0.033 -0.109
0.022 0.100 -0.299
-0.006 0.027 0.000
0.011 0.030 -0.071
0.023 -0.011 -0.010
0.032 -0.063 0.045
-0.049 -0.056 0.051
0.073 0.073 -0.078
-0.059 0.027 0.031
0.050 -0.021 -0.011
-0.057 -0.002 0.008
-0.475 0.347 0.180
0.232 -0.066 -0.191
0.182 -0.386 0.262
0.038 0.181 -0.021
-0.026 0.097 -0.102
0.048 0.048 0.011
-0.020 0.084 -0.012
0.015 -0.077 0.026
0.002 0.016 -0.028
0.026 0.007 -0.033
0.055 0.056 -0.075
0.016 -0.017 -0.028
-0.001 0.044 -0.024
0.047 0.004 0.026
0.043 0.015 -0.109
-0.033 -0.008 -0.011
-0.001 -0.003 -0.023
-0.037 0.092 0.032
-0.022 -0.066 -0.014
-0.045 0.051 0.003
0.050 0.006 -0.016
0.051 0.071 -0.037
0.003 0.007 -0.001
-0.051 0.038 -0.164
-0.008 0.018 -0.011
-0.011 -0.002 0.033
-0.014 0.013 0.010
-0.012 0.006 0.002
-0.022 0.010 0.012
-0.002 -0.015 0.021
-0.030 0.024 0.019
-0.034 0.065 -0.050
0.046 0.069 -0.096
-0.016 0.016 -0.022
-0.010 -0.012 -0.013
0.004 -0.019 0.018
0.003 -0.009 0.001
0.003 -0.031 0.011
0.000 0.003 0.025
0.013 -0.011 0.010
-0.107 -0.256 0.224
-0.011 0.046 0.005
0.047 -0.007 -0.054
0.103 -0.211 0.044
-0.053 -0.074 0.107
-0.020 -0.128 0.098
-0.095 0.020 0.256
-0.043 0.014 0.188
-0.139 0.319 -0.450
-0.142 -0.107 0.170
0.121 0.025 -0.409
-0.529 0.961 0.890
0.081 0.117 -0.168
-0.022 0.023 0.007
0.023 -0.012 0.032
0.030 -0.002 -0.037
0.116 0.010 -0.017
-0.069 -0.143 -0.024
0.101 -0.285 0.103
0.027 -0.161 0.006
0.053 0.035 0.133
-0.003 -0.021 -0.059
0.029 -0.029 -0.013
0.006 0.053 0.033
-0.048 0.063 -0.032
-0.082 -0.009 -0.084
0.006 0.000 0.001
-0.008 0.021 0.005
-0.117 0.036 -0.029
-0.013 -0.010 -0.007
0.004 -0.013 0.008
0.017 -0.015 0.007
-0.196 -0.162 0.027
0.194 0.245 0.193
0.220 0.072 -0.061
0.052 -0.270 -0.249
-0.242 0.210 0.085
0.119 -0.366 0.155
0.008 0.001 0.006
-0.006 0.029 0.000
-0.005 0.002 -0.016
-0.001 0.020 -0.027
-0.020 0.019 -0.013
-0.009 -0.038 0.055

Molar mass = 858.73 u
Calculated total energy = -3703.82660 Ha
Multiplicity = 3
<S²> = 2.02
Total charge = +2
Kohn-Sham gap (alpha / beta) = 6.49 / 6.41 eV

---

No. 2
CHCl2O2P in the gas phase. Source: the Open Molecules 2025 dataset; level of theory: wB97M-V/def2-TZVPD.

Cartesian coordinates (Å):
C1 0.2982 0.9393 0.1215
O1 -2.4065 0.4336 0.4330
O2 -2.0662 0.3165 -1.0227
P1 -1.6611 1.6356 -0.2235
Cl1 1.1402 1.5245 1.4801
Cl2 1.0188 1.1937 -1.4863
H1 0.0710 -0.1889 0.0424

Force components x, y, z for each atom (eV/Å):
-3.499 -1.552 -1.998
-1.620 -2.094 1.345
-0.517 -1.131 -0.910
4.146 2.401 0.102
0.420 0.125 0.395
0.493 0.549 -0.016
0.577 1.702 1.081

Molar mass = 146.90 u
Calculated total energy = -1450.79764 Ha
Total charge = 0
Relative energy (zero: lowest compared OMol25 entry of this formula, charge and spin) = 379.62 kJ/mol
Kohn-Sham gap = 9.24 eV

---

No. 3
C4H7NO in the gas phase. Source: the Open Molecules 2025 dataset; level of theory: wB97M-V/def2-TZVPD.

Cartesian coordinates (Å):
N1 0.8868 0.9705 0.1011
C1 1.3465 -0.3195 0.0224
C2 0.1265 -1.2207 0.1950
C3 -1.0985 -0.3050 0.0173
C4 -0.5275 1.1237 -0.1865
O1 2.5054 -0.6588 -0.1041
H1 1.5454 1.7187 -0.0564
H2 0.1598 -2.0666 -0.4958
H3 0.1858 -1.6242 1.2107
H4 -1.7517 -0.3408 0.8930
H5 -1.7022 -0.5968 -0.8462
H6 -1.0022 1.8605 0.4722
H7 -0.6741 1.4590 -1.2227

Force components x, y, z for each atom (eV/Å):
0.271 -0.036 -0.119
-0.043 0.010 0.099
0.030 -0.065 0.005
-0.056 0.012 -0.004
-0.140 0.002 -0.074
-0.400 0.127 0.106
-0.061 -0.063 -0.048
0.061 0.180 0.062
-0.010 -0.029 -0.149
0.116 0.027 -0.129
0.105 0.025 0.144
0.153 -0.162 -0.074
-0.025 -0.029 0.180

Molar mass = 85.11 u
Calculated total energy = -286.62895 Ha
Total charge = 0
Relative energy (zero: lowest compared OMol25 entry of this formula, charge and spin) = 7.09 kJ/mol
Kohn-Sham gap = 10.46 eV

---

No. 4
A molecular structure, C17H26ClN2O7RuS5. Source: the Open Molecules 2025 dataset; level of theory: wB97M-V/def2-TZVPD.

Cartesian coordinates (Å):
Ru1 10.4619 11.8440 9.2729
C1 7.1275 10.7392 13.5022
N1 7.2911 10.8733 12.0175
C2 6.2512 10.3419 11.1593
C3 8.2412 11.6342 11.4569
O1 8.3010 11.8704 10.2133
C4 9.4575 12.0793 12.3250
O2 10.6040 11.8369 11.5793
C5 11.7898 11.9707 12.3647
C6 12.0244 13.3489 13.0547
O3 11.0163 14.0707 13.2232
N2 13.2828 13.6457 13.3863
C7 14.2599 12.5563 13.5887
C8 13.7722 14.9895 13.5664
H1 7.5903 11.5968 14.0410
H2 6.0547 10.6239 13.8073
H3 7.5785 9.7897 13.8524
H4 5.3099 10.5136 11.6355
H5 6.3319 10.7880 10.1777
H6 6.3542 9.2449 11.0226
H7 9.4187 13.1562 12.5510
H8 9.4926 11.4770 13.2943
H9 11.9148 11.1344 13.0591
H10 12.6192 11.7884 11.6813
H11 13.6655 11.6023 13.6526
H12 15.0637 12.4316 12.7958
H13 14.7827 12.6712 14.5485
H14 12.9031 15.6552 13.5434
H15 14.3663 15.1010 14.5089
H16 14.4607 15.2498 12.7004
O4 11.8208 16.2106 4.4736
C9 11.3591 15.3753 5.2509
S1 11.1908 13.6262 4.8617
C10 10.7314 13.3383 6.5840
C11 10.6921 14.3991 7.5422
S2 10.3404 14.1620 9.2012
S3 10.7778 16.0044 6.8521
S4 10.0833 11.8040 7.0426
O5 10.1487 9.7972 9.6003
S5 10.0517 8.8478 8.4153
C12 9.7900 7.2293 9.2237
C13 11.1753 6.6812 9.5524
C14 12.1926 7.1467 8.5516
C15 11.7479 8.4568 7.8910
H17 9.4579 6.5933 8.3928
H18 9.0647 7.3167 10.0848
H19 11.1986 5.5952 9.5979
H20 11.6319 7.1154 10.5494
H21 12.2612 6.4336 7.6918
H22 13.2223 7.1108 8.9851
H23 11.6447 8.4006 6.7876
H24 12.3850 9.3179 8.1558
Cl1 15.7917 12.7558 10.5436
C16 14.7337 11.5580 9.5973
C17 13.4009 12.2488 9.1893
O6 13.2832 13.2532 8.4918
O7 12.4372 11.4142 9.6443
H25 14.5979 10.6555 10.2408
H26 15.3144 11.2444 8.7084

Force components x, y, z for each atom (eV/Å):
-0.344 1.182 0.021
-0.017 -0.414 -0.094
-0.326 0.560 0.958
0.408 -1.037 -0.044
1.767 0.052 -1.352
-0.640 -0.501 2.371
-1.999 -0.462 1.159
1.210 0.101 1.472
1.173 -0.087 -0.217
-3.056 0.058 -0.328
2.323 -0.186 -0.213
1.539 -0.923 0.271
-0.110 -1.123 -0.514
0.650 0.747 -0.471
-0.534 -0.693 -0.471
0.798 0.550 -0.676
0.114 0.513 -0.200
-0.775 0.242 0.007
-0.157 0.240 -0.028
0.098 0.467 0.195
-0.421 -0.517 0.101
0.031 0.786 -1.150
-0.726 0.008 0.324
-0.291 0.227 -0.183
1.002 0.893 0.029
-1.276 0.441 0.827
-0.318 0.209 -0.134
0.353 0.012 0.162
-0.685 -0.132 -0.645
-0.766 -0.251 0.958
-0.940 -2.014 1.147
1.024 2.867 -1.840
-0.396 1.121 2.445
-0.526 0.011 0.897
-0.486 -0.997 -0.787
-0.167 2.167 -0.593
0.728 -1.341 -0.562
0.007 -0.204 -2.804
-0.320 -2.041 0.443
-0.215 -0.042 0.865
0.449 -0.277 -0.345
1.353 1.121 2.961
0.930 -1.068 -2.156
0.135 0.484 -0.127
-0.690 0.072 0.321
0.757 -0.045 -1.215
-0.212 -0.032 0.312
-1.550 -0.986 -1.426
-0.109 0.177 0.700
-0.860 0.567 -0.318
0.387 -0.031 0.617
-0.543 -0.113 -0.110
-0.376 -0.688 -0.900
0.881 0.450 0.187
-0.908 -1.464 -0.163
0.508 -1.765 1.431
2.509 1.607 -1.098
-0.113 1.061 -0.434
-0.280 0.441 0.415

Molar mass = 667.26 u
Calculated total energy = -3845.45673 Ha
Multiplicity = 6
<S²> = 8.77
Total charge = 0
Relative energy (zero: lowest compared OMol25 entry of this formula, charge and spin) = 96.29 kJ/mol
Kohn-Sham gap (alpha / beta) = 5.51 / 6.00 eV

---

No. 5
A gas-phase ion, C5H12N (charge +1). Source: the Open Molecules 2025 dataset; level of theory: wB97M-V/def2-TZVPD.

Cartesian coordinates (Å):
C1 0.3954 0.0896 1.9432
C2 -0.2503 1.1965 1.1303
C3 -0.1858 -0.0386 0.3037
C4 0.5042 0.4846 -2.0706
C5 0.8211 -0.3234 -0.7487
N1 -1.3340 -1.0800 0.2328
H1 1.4426 -0.0233 1.8984
H2 -0.0691 -0.3704 2.7749
H3 -1.2316 1.3176 1.4602
H4 0.4277 1.9587 0.7578
H5 0.4765 1.4751 -1.7560
H6 -0.4162 0.1638 -2.4880
H7 1.3171 0.4214 -2.8645
H8 1.7716 0.1920 -0.3258
H9 0.9537 -1.3788 -0.8200
H10 -1.9367 -1.1697 1.0295
H11 -0.8474 -1.9369 0.1982
H12 -1.8387 -0.9784 -0.6556

Force components x, y, z for each atom (eV/Å):
1.246 1.673 5.559
1.438 -3.675 -0.003
-3.206 0.117 -8.298
2.125 -2.015 -0.334
0.645 2.844 1.151
1.590 2.196 -0.268
0.991 -0.323 -0.201
-0.473 -0.100 0.813
-1.382 1.209 0.414
-0.219 0.164 0.217
-0.388 1.882 0.238
-0.884 -0.130 -0.505
-0.884 -0.238 1.114
-0.851 -1.143 -0.682
0.390 -0.856 -0.497
-0.937 0.349 1.055
0.856 -2.135 -0.202
-0.056 0.182 0.430

Molar mass = 86.16 u
Calculated total energy = -251.93707 Ha
Multiplicity = 3
<S²> = 2.01
Total charge = +1
Relative energy (zero: lowest compared OMol25 entry of this formula, charge and spin) = 303.32 kJ/mol
Kohn-Sham gap (alpha / beta) = 5.14 / 9.41 eV

---

No. 6
2 unconnected molecules or ions with the total composition CH5O2PS. Source: the Open Molecules 2025 dataset; level of theory: wB97M-V/def2-TZVPD.

Cartesian coordinates (Å):
C1 1.9728 -0.3283 0.0522
O1 2.5450 -1.4891 -0.0825
O2 0.8260 -0.1362 0.3627
P1 -2.0221 0.6878 -0.0917
S1 -2.9454 -0.9602 0.2454
H1 2.6763 0.5195 0.1612
H2 1.8778 -2.0550 -0.3774
H3 -2.6657 1.8791 -0.3228
H4 -1.3407 1.2328 0.9243
H5 -0.9238 0.6496 -0.8715

Force components x, y, z for each atom (eV/Å):
-0.102 2.483 2.606
2.191 0.585 -0.553
-0.219 -0.438 -0.927
-0.376 -0.509 0.756
-0.487 -0.326 -0.141
0.216 -0.458 -0.629
-1.853 -2.235 -0.438
-0.738 0.412 -0.900
0.781 0.372 1.700
0.587 0.115 -1.475

Molar mass = 112.09 u
Calculated total energy = -931.08347 Ha
Total charge = 0
Relative energy (zero: lowest compared OMol25 entry of this formula, charge and spin) = 214.16 kJ/mol
Kohn-Sham gap = 9.35 eV